DFT (ωB97M-V with the def2-TZVPD basis set) results for C5H8I2O3 as an isolated structure at a distorted geometry.

Atoms and positions in Å:
C1 0.267 -0.199 -1.230
C2 0.118 0.427 -0.052
C3 -2.001 -1.694 -1.021
C4 -0.730 -1.097 -1.889
C5 1.200 1.291 0.639
O1 0.620 2.505 1.022
O2 1.671 0.739 1.831
O3 2.273 1.560 -0.213
I1 0.425 -2.896 -2.397
I2 -1.472 -0.056 -3.566
H1 1.129 -0.085 -1.773
H2 -0.728 0.422 0.661
H3 -2.879 -0.924 -1.191
H4 -2.250 -2.694 -1.279
H5 -1.755 -1.759 0.137
H6 1.376 2.951 1.221
H7 2.578 0.335 1.663
H8 2.177 1.145 -1.037

Values from the calculation:
* ΔE to the lowest compared entry with this formula, charge and spin: 0.0 kJ/mol
* DFT total energy: -1016.36691 hartree
* frontier orbital gap: 9.184 eV
* strongest force on any atom: 0.0864 hartree/bohr

***

DFT (ωB97M-V with the def2-TZVPD basis set) results for C47H44B2F4N8O4Sb2SeTi as an isolated structure.

Atoms and positions in Å:
Ti1 -0.409 -1.058 -2.596
C1 2.196 -3.173 0.163
C2 1.009 -2.719 -0.616
N1 0.746 -1.457 -0.929
O1 1.539 -0.448 -0.385
B1 2.634 -0.012 -1.343
F1 3.514 -1.067 -1.538
F2 3.230 1.067 -0.728
O2 2.048 0.426 -2.629
N2 1.444 -0.656 -3.215
C3 2.010 -1.290 -4.185
C4 3.365 -0.992 -4.717
C5 1.109 -2.291 -4.773
N3 -0.081 -2.217 -4.266
O3 -1.087 -2.963 -4.777
B2 -2.175 -3.024 -3.774
F3 -2.314 -1.569 -3.293
F4 -3.321 -3.463 -4.283
O4 -1.764 -3.727 -2.560
N4 -0.787 -2.983 -1.976
C6 0.059 -3.614 -1.194
C7 0.009 -5.086 -0.973
C8 1.524 -3.244 -5.838
H1 2.908 -2.364 0.286
H2 2.702 -3.972 -0.380
H3 1.913 -3.582 1.131
H4 3.688 -0.008 -4.387
H5 3.371 -1.041 -5.805
H6 4.088 -1.722 -4.348
H7 -1.013 -5.400 -0.761
H8 0.647 -5.377 -0.143
H9 0.324 -5.626 -1.868
H10 2.479 -3.703 -5.581
H11 1.652 -2.732 -6.795
H12 0.771 -4.018 -5.968
Se1 -5.954 4.183 -3.415
N5 -4.676 3.603 -4.513
C9 -3.905 2.815 -3.810
C10 -2.733 2.128 -4.361
C11 -2.342 2.251 -5.697
C12 -1.232 1.564 -6.131
C13 -0.545 0.751 -5.232
N6 -0.905 0.622 -3.962
C14 -1.978 1.313 -3.531
C15 -2.341 1.134 -2.114
N7 -1.564 0.302 -1.390
C16 -1.872 0.102 -0.111
C17 -2.948 0.716 0.516
C18 -3.750 1.557 -0.228
C19 -3.450 1.773 -1.571
C20 -4.260 2.640 -2.433
N8 -5.320 3.281 -2.013
H13 -2.918 2.881 -6.362
H14 -0.894 1.629 -7.155
H15 0.320 0.184 -5.548
H16 -1.234 -0.606 0.402
H17 -3.162 0.504 1.554
H18 -4.618 2.041 0.201
C21 3.326 1.286 2.279
C22 3.579 -0.210 2.445
C23 2.653 -0.896 3.463
Sb1 0.604 -0.813 2.871
C24 -0.547 -0.122 4.494
C25 -0.319 -0.682 5.749
C26 -1.112 -0.301 6.823
C27 -2.141 0.612 6.640
C28 -2.384 1.149 5.384
C29 -1.584 0.787 4.310
C30 -0.188 -2.771 2.819
C31 0.522 -3.810 3.412
C32 -0.073 -5.062 3.512
C33 -1.344 -5.271 3.000
C34 -2.040 -4.231 2.399
C35 -1.465 -2.971 2.304
Sb2 1.348 1.751 1.648
C36 0.728 2.967 3.252
C37 1.201 2.748 4.546
C38 0.828 3.596 5.575
C39 -0.031 4.657 5.319
C40 -0.507 4.880 4.036
C41 -0.129 4.038 2.998
C42 1.264 3.111 0.058
C43 0.512 2.880 -1.083
C44 0.528 3.835 -2.090
C45 1.289 4.986 -1.947
C46 2.040 5.196 -0.800
C47 2.034 4.255 0.223
H19 3.981 1.716 1.523
H20 3.444 1.833 3.215
H21 4.612 -0.346 2.776
H22 3.506 -0.700 1.474
H23 2.697 -0.428 4.448
H24 2.921 -1.947 3.575
H25 0.467 -1.412 5.905
H26 -0.932 -0.727 7.801
H27 -2.760 0.898 7.479
H28 -3.187 1.861 5.244
H29 -1.762 1.238 3.341
H30 1.515 -3.662 3.817
H31 0.463 -5.870 3.991
H32 -1.796 -6.251 3.073
H33 -3.033 -4.399 2.005
H34 -2.031 -2.165 1.853
H35 1.870 1.925 4.769
H36 1.203 3.428 6.575
H37 -0.321 5.319 6.123
H38 -1.163 5.716 3.838
H39 -0.500 4.227 1.998
H40 -0.046 1.966 -1.208
H41 -0.045 3.673 -2.995
H42 1.306 5.724 -2.737
H43 2.635 6.093 -0.694
H44 2.614 4.433 1.120

Values from the calculation:
* ΔE to the lowest compared entry with this formula, charge and spin: 0.0 kJ/mol
* DFT total energy: -6736.74614 hartree
* frontier orbital gap (spin up / spin down): 3.130 / 3.160 eV
* strongest force on any atom: 0.0153 hartree/bohr
* total charge: +2

***

DFT (ωB97M-V with the def2-TZVPD basis set) results for a 2-piece molecular cluster, C3H10FN3 overall at a distorted geometry.

Atoms and positions in Å:
C1 -2.856 -0.113 -0.285
C2 3.085 0.182 0.122
C3 -1.664 0.041 0.681
N1 1.757 0.419 -0.343
N2 -0.524 0.581 -0.031
N3 0.683 0.138 0.404
F1 0.666 -1.602 0.021
H1 -2.517 -0.524 -1.226
H2 -3.469 -0.798 0.055
H3 -3.349 0.752 -0.395
H4 3.440 -0.786 -0.346
H5 3.848 0.986 -0.062
H6 2.897 -0.236 1.148
H7 -1.731 0.804 1.448
H8 -1.517 -0.885 1.129
H9 1.743 0.220 -1.310
H10 -0.491 0.822 -1.009

Values from the calculation:
* ΔE to the lowest compared entry with this formula, charge and spin: 41.2 kJ/mol
* DFT total energy: -384.27054 hartree
* frontier orbital gap: 10.500 eV
* strongest force on any atom: 0.0988 hartree/bohr

***

DFT (ωB97M-V with the def2-TZVPD basis set) results for a 2-piece molecular cluster, C35H32N3O4 overall at a distorted geometry.

Atoms and positions in Å:
C1 -0.690 -5.500 5.635
O1 -1.060 -4.125 5.870
C2 -0.263 -3.120 5.429
C3 -0.720 -1.803 5.697
C4 0.052 -0.727 5.350
C5 1.316 -0.882 4.696
C6 2.115 0.273 4.525
C7 3.358 0.417 3.845
C8 3.700 1.732 3.402
C9 4.881 1.997 2.748
C10 5.709 0.928 2.380
O2 6.864 1.240 1.664
C11 6.890 0.953 0.294
C12 6.901 2.039 -0.585
C13 6.745 1.793 -1.947
C14 6.676 0.478 -2.419
C15 6.740 -0.595 -1.526
C16 6.831 -0.366 -0.151
C17 5.393 -0.387 2.746
C18 4.298 -0.618 3.573
C19 1.643 -2.199 4.253
C20 0.954 -3.303 4.720
H1 -1.525 -6.057 6.061
H2 -0.598 -5.720 4.561
H3 0.242 -5.759 6.155
H4 -1.685 -1.687 6.185
H5 -0.305 0.281 5.558
H6 1.658 1.208 4.849
H7 3.002 2.546 3.592
H8 5.172 3.007 2.467
H9 6.983 3.045 -0.177
H10 6.684 2.639 -2.632
H11 6.573 0.291 -3.491
H12 6.711 -1.625 -1.883
H13 6.851 -1.181 0.570
H14 6.016 -1.206 2.390
H15 4.170 -1.607 4.011
H16 2.443 -2.350 3.530
H17 1.315 -4.316 4.528
C21 4.703 1.536 8.654
N1 3.707 2.573 8.725
C22 2.296 2.339 8.466
H18 2.171 1.919 7.427
C23 1.632 1.363 9.427
C24 1.634 1.631 10.812
C25 1.036 0.743 11.704
C26 0.413 -0.427 11.221
N2 -0.191 -1.320 12.141
O3 -0.745 -2.363 11.722
O4 -0.143 -1.020 13.360
C27 0.406 -0.695 9.837
C28 1.019 0.189 8.955
N3 1.781 3.698 8.539
C29 0.399 4.048 8.327
C30 2.783 4.619 8.718
C31 3.997 3.912 8.825
C32 5.176 4.545 9.224
C33 5.117 5.921 9.476
C34 3.899 6.631 9.373
C35 2.710 5.982 9.016
H19 5.675 1.946 8.952
H20 4.434 0.716 9.326
H21 4.792 1.131 7.634
H22 2.104 2.532 11.218
H23 1.031 0.924 12.779
H24 -0.083 -1.602 9.489
H25 1.036 -0.016 7.881
H26 0.267 5.119 8.517
H27 0.081 3.836 7.296
H28 -0.241 3.480 9.009
H29 6.084 3.955 9.344
H30 6.023 6.463 9.766
H31 3.893 7.705 9.585
H32 1.745 6.487 8.984

Values from the calculation:
* DFT total energy: -1817.74474 hartree
* frontier orbital gap: 3.225 eV
* strongest force on any atom: 0.0754 hartree/bohr
* total charge: +1

***

DFT (ωB97M-V with the def2-TZVPD basis set) results for a single C3H5N3 molecule at a distorted geometry.

Atoms and positions in Å:
N1 -1.983 -0.387 0.269
C1 -0.724 0.020 -0.069
C2 0.135 1.148 -0.066
C3 1.385 0.584 0.028
N2 1.266 -0.765 0.067
N3 -0.013 -1.107 -0.156
H1 -2.786 0.126 -0.117
H2 -1.493 -1.445 0.224
H3 -0.106 2.203 -0.042
H4 2.356 1.043 0.108
H5 1.963 -1.420 -0.246

Values from the calculation:
* ΔE to the lowest compared entry with this formula, charge and spin: 226.2 kJ/mol
* SMILES: Nc1cc[nH]n1
* DFT total energy: -281.50391 hartree
* frontier orbital gap: 9.182 eV
* strongest force on any atom: 0.0743 hartree/bohr

***

DFT (ωB97M-V with the def2-TZVPD basis set) results for a 5-piece molecular cluster, CH11O4S overall at a distorted geometry.

Atoms and positions in Å:
C1 0.212 -0.860 1.824
S1 0.474 -2.120 0.627
H1 0.235 -1.388 2.869
H2 -0.829 -0.357 1.906
H3 1.039 -0.174 1.782
H4 1.077 -0.859 -0.958
H5 2.392 -0.151 -0.857
O1 1.698 -0.261 -1.622
H6 -1.724 -1.587 -2.055
H7 -1.167 -1.388 -0.646
O2 -1.865 -1.025 -1.282
H8 -0.261 2.337 0.241
H9 -0.312 1.574 1.529
O3 -0.206 2.497 1.206
H10 0.548 1.366 -1.567
H11 -0.909 0.781 -1.531
O4 -0.404 1.613 -1.467

Values from the calculation:
* ΔE to the lowest compared entry with this formula, charge and spin: 46.4 kJ/mol
* DFT total energy: -743.89597 hartree
* frontier orbital gap: 7.601 eV
* strongest force on any atom: 0.0826 hartree/bohr
* total charge: -1